{"formula": "C3H4N2O", "method": "ωB97M-V with the def2-TZVPD basis set", "elements": ["C", "C", "C", "N", "N", "O", "H", "H", "H", "H"], "xyz": [[-0.638, -0.954, 0.105], [-1.631, 0.966, -0.161], [0.267, 0.056, -0.021], [-1.859, -0.297, -0.042], [2.214, 0.095, 0.053], [-0.335, 1.267, -0.165], [-0.619, -2.101, 0.154], [-2.287, 1.783, -0.497], [2.427, -0.108, 1.023], [2.461, -0.707, -0.449]], "forces_ev_per_a": [[-0.5, -0.1, -0.7], [-1.0, -0.2, -0.9], [-1.8, -0.1, -0.1], [-1.5, 0.0, 0.4], [1.7, 0.1, 1.7], [0.8, -0.7, 0.1], [0.3, 2.3, 0.0], [0.1, -0.7, 0.7], [0.8, 0.7, 0.3], [1.1, -1.3, -1.5]], "mulliken_spin": [0.19, -0.01, 0.70, 0.07, 1.30, -0.07, 0.00, 0.00, -0.08, -0.10], "multiplicity": 3, "s2": 2.012, "total_energy_ev": -8196.1804, "orbital_gap_ev": [7.4, 6.0], "homo_ev": [-6.408, -8.871], "lumo_ev": [0.994, -2.860]}